1.
{
  "formula": "CH3N2O4S",
  "method": "ωB97M-V with the def2-TZVPD basis set",
  "symbols": ["C", "N", "N", "O", "O", "O", "O", "S", "H", "H", "H"],
  "xyz": [[0.1594, 0.9464, 0.0706], [1.7092, -0.7687, 0.7900], [0.3603, -0.3209, 0.6943], [-2.0389, -1.0450, -0.0498], [1.2084, 1.4809, -0.2982], [-2.1250, 0.2380, -2.0611], [-0.9980, 1.4983, -0.0252], [-2.2949, 0.2503, -0.6406], [2.0400, -1.2710, 0.0422], [2.1953, 0.1081, 0.7547], [-0.2160, -1.1164, 0.7230]],
  "forces_ev_per_a": [[2.8, -1.2, -0.1], [-0.8, 1.7, 3.0], [1.0, 0.8, -0.2], [0.6, -0.9, 0.7], [-0.3, 0.7, 0.1], [0.9, 0.2, -1.7], [-0.3, -1.0, 0.2], [-3.3, 0.9, 0.8], [0.3, -1.4, -2.7], [0.7, 0.3, 0.1], [-1.6, -0.1, -0.1]],
  "e_homo_ev": -4.871,
  "relative_energy_kcal_mol": 17.8,
  "total_charge": -1,
  "largest_force_ev_per_a": 3.55,
  "gap_ev": 8.740,
  "e_lumo_ev": 3.9
}

2.
{
  "formula": "C8H10ClN3O2S",
  "method": "ωB97M-V with the def2-TZVPD basis set",
  "symbols": ["C", "C", "C", "C", "C", "C", "C", "C", "N", "N", "N", "O", "O", "S", "Cl", "H", "H", "H", "H", "H", "H", "H", "H", "H", "H"],
  "xyz": [[2.6229, 2.0049, -0.6561], [1.2738, 2.2675, -0.6260], [3.1770, 0.7992, -0.2828], [0.9803, -0.1102, -0.0154], [0.4555, 1.2052, -0.1669], [2.3408, -0.2365, -0.0079], [-0.9609, -2.0840, 0.1392], [-1.6247, -0.5860, 1.9457], [-0.9690, 1.3837, -0.1757], [-1.7621, -1.0301, 0.5323], [-0.9283, -2.5434, -1.0846], [-3.3293, 0.8041, -0.0700], [-1.9950, -0.2665, -1.8709], [-2.1139, 0.2364, -0.5239], [3.0596, -1.8372, 0.3381], [3.2243, 2.8658, -1.0884], [0.7513, 3.3053, -0.7772], [4.1993, 0.7998, -0.3062], [-0.7908, -2.7188, 1.0462], [-2.1910, 0.3119, 1.9608], [-1.9655, -1.4582, 2.7151], [-0.6199, -0.2082, 2.0192], [-1.3291, 2.2914, 0.0047], [-0.3524, -3.3946, -1.3584], [-1.1532, -1.8016, -1.6907]],
  "forces_ev_per_a": [[0.4, 2.8, -1.1], [-2.5, 0.6, 1.2], [-1.1, 1.1, -0.6], [-1.9, 0.2, 0.8], [1.3, -1.4, -1.7], [-0.5, -0.6, 0.2], [-0.5, 0.3, 1.9], [-0.6, -2.0, 0.2], [-0.4, -1.7, 0.0], [0.2, -0.6, -0.4], [1.5, -2.4, 1.0], [-0.7, 0.1, 0.0], [0.1, 0.0, 0.9], [1.4, 1.5, 0.0], [-0.1, 0.2, -0.1], [-0.2, -1.4, 0.9], [1.5, -1.9, -0.1], [2.5, -0.7, 0.0], [0.7, 0.4, -1.3], [-1.2, 0.4, 0.8], [0.9, 2.4, -2.0], [0.9, -0.5, 0.6], [-0.6, 0.5, 0.1], [-1.1, 2.0, 0.7], [-0.2, 0.6, -2.1]],
  "e_homo_ev": -7.462,
  "relative_energy_kcal_mol": 46.4,
  "total_charge": 0,
  "largest_force_ev_per_a": 3.21,
  "gap_ev": 7.526,
  "e_lumo_ev": 0.1
}